(1)
6
Properties=species:S:1:pos:R:3:forces:R:3 method="wB97M-V/def2-TZVPD" e_tot_ha=-2688.99933 homo_energy_ha="-0.357 / -0.357" total_charge=0 de_lowest_kj_mol=358.6 homo_lumo_gap_ev="8.0 / 8.0"
C 1.8771 -1.2478 0.3692 0.0 0.0 0.1
O -0.4719 1.0353 -0.1099 1.1 -1.5 0.6
Br 3.0202 0.1608 -0.0878 -0.4 -0.4 0.5
H 1.4683 -1.0524 1.4044 0.6 0.4 -0.6
H 0.4847 0.8818 -0.0163 0.1 1.3 -0.4
H -0.6356 0.1143 0.1576 -1.3 0.2 -0.2



(2)
74
Properties=species:S:1:pos:R:3:forces:R:3 method="wB97M-V/def2-TZVPD" s_squared=2.005 e_tot_ha=-3552.06209 homo_energy_ha="-0.309 / -0.309" multiplicity=3 total_charge=0 de_lowest_kj_mol=0.0 homo_lumo_gap_ev="7.8 / 6.6"
Pd -0.3186 0.5334 0.2907 -0.2 0.1 0.2
O -0.4284 2.0234 2.4832 -0.1 -0.1 -0.1
C -0.8533 3.3197 2.1167 0.0 0.0 0.0
C -1.7343 3.3588 0.8847 0.0 0.0 0.0
C -2.6259 4.4082 0.7059 0.0 -0.1 0.0
C -3.4318 4.4259 -0.4171 0.0 0.0 0.0
C -3.3348 3.3865 -1.3295 0.0 0.0 0.0
C -2.4127 2.3873 -1.0925 0.0 0.0 0.0
N -1.6161 2.3821 -0.0169 0.2 0.0 0.1
H -1.1564 1.5731 2.9406 0.1 -0.1 -0.1
H 0.0466 3.9098 1.9261 0.0 0.0 0.0
H -1.3832 3.7906 2.9474 0.0 0.1 0.0
H -2.6888 5.1888 1.4529 0.0 0.0 0.0
H -4.1371 5.2311 -0.5743 0.0 0.0 0.0
H -3.9567 3.3501 -2.2123 0.0 0.0 0.0
H -2.2858 1.5585 -1.7762 0.0 0.0 0.0
N 1.8098 1.3780 0.5526 -0.3 -0.1 -0.3
C 2.4908 1.3520 -0.7091 0.1 0.1 0.1
C 2.6424 2.5304 -1.4275 -0.1 0.0 0.0
C 3.0882 2.4773 -2.7377 0.0 0.0 0.0
C 3.4068 1.2539 -3.3104 0.0 0.0 -0.1
C 3.3665 0.0953 -2.5498 -0.1 0.0 0.0
C 2.8944 0.1401 -1.2455 0.0 0.0 0.0
S 3.5951 1.1584 -5.0908 0.1 -0.1 0.1
O 2.1955 1.3743 -5.5226 -0.1 0.0 -0.1
O 4.0621 -0.1870 -5.3478 0.0 0.0 0.0
O 4.4720 2.2428 -5.4592 0.0 0.0 0.0
H 1.8406 2.2938 0.9796 0.0 0.0 0.1
H 2.1755 0.6878 1.2044 0.0 0.0 0.1
H 2.3570 3.4778 -0.9803 0.0 0.0 0.0
H 3.1518 3.3721 -3.3441 0.0 0.0 0.0
H 3.6402 -0.8433 -3.0136 0.0 0.0 0.0
H 2.7718 -0.7720 -0.6714 0.0 0.0 0.0
N 0.4475 0.2075 -3.8945 0.0 -0.1 0.1
C 0.0378 0.8256 -2.7856 0.0 0.0 -0.1
N -0.3446 -0.0053 -1.8281 0.2 -0.2 0.1
C -0.1136 -1.2837 -2.3444 0.0 0.0 0.0
C -0.2836 -2.5477 -1.7777 0.0 0.0 0.0
C 0.1004 -3.6322 -2.5397 0.0 0.0 0.0
C 0.6383 -3.4813 -3.8309 0.0 0.0 0.0
C 0.7952 -2.2384 -4.4054 0.0 0.0 0.0
C 0.3970 -1.1476 -3.6374 0.0 0.0 0.0
H 0.9846 0.6527 -4.6766 0.2 0.1 0.0
H 0.0271 1.9011 -2.7006 0.1 0.0 0.0
H -0.6844 -2.6563 -0.7801 0.0 0.0 -0.1
H -0.0072 -4.6285 -2.1300 0.0 0.0 0.0
H 0.9448 -4.3608 -4.3816 0.0 0.0 0.0
H 1.2319 -2.1029 -5.3858 0.0 0.0 0.0
O -0.9847 -1.3220 0.9016 -0.1 0.2 0.1
C -0.8865 -1.5702 2.2687 0.0 -0.1 0.0
C 0.5639 -1.3050 2.6833 0.0 0.0 0.1
C 1.6237 -1.6856 1.9080 0.0 0.0 0.0
C 2.8828 -1.3721 2.4865 0.0 0.0 0.0
C 2.7554 -0.7645 3.6994 0.0 0.0 0.0
S 1.1138 -0.5783 4.1409 0.0 0.0 -0.1
C -1.9303 -0.7452 3.0266 0.0 0.1 0.0
C -2.9382 -0.0330 2.4409 0.0 0.0 0.0
C -3.8053 0.5941 3.3817 0.0 0.0 0.0
C -3.4497 0.3283 4.6671 0.0 0.0 0.0
S -2.0748 -0.6892 4.7430 0.0 0.0 0.0
C -1.2018 -3.0410 2.5160 0.1 0.0 -0.1
C -0.9087 -3.8271 3.5870 0.0 0.0 0.0
C -1.4203 -5.1485 3.4500 0.0 0.0 0.0
C -2.0829 -5.3248 2.2755 0.0 0.0 0.0
S -2.0889 -3.9006 1.3256 0.0 0.0 0.1
H 1.4884 -2.1872 0.9591 0.0 0.0 0.0
H 3.8339 -1.5915 2.0221 0.0 0.0 0.0
H 3.5300 -0.4182 4.3645 0.0 0.0 0.0
H -3.0694 -0.0030 1.3692 0.0 0.0 0.0
H -4.6598 1.1959 3.1064 0.0 0.0 0.0
H -3.9192 0.6602 5.5791 0.0 0.0 0.0
H -0.3442 -3.4838 4.4443 0.0 0.0 0.0
H -1.2887 -5.9259 4.1886 0.0 0.0 0.0
H -2.5525 -6.2227 1.9074 0.0 0.0 0.0



(3)
102
Properties=species:S:1:pos:R:3:forces:R:3 method="wB97M-V/def2-TZVPD" s_squared=8.762 e_tot_ha=-7311.47293 homo_energy_ha="-0.107 / -0.135" multiplicity=6 total_charge=-2 de_lowest_kj_mol=60.8 homo_lumo_gap_ev="6.4 / 7.0"
Ru 0.0907 0.4117 -0.0618 -0.2 0.6 0.1
Br 0.8062 1.5889 7.7581 0.0 0.0 0.0
C -0.1860 0.7122 6.3842 0.0 0.0 0.0
C -1.2744 -0.0671 6.7388 0.0 0.0 0.0
C -1.9921 -0.7091 5.7382 0.0 0.0 0.0
C -1.6161 -0.5793 4.4103 0.0 -0.1 0.0
C -0.5252 0.2157 4.0805 0.0 0.0 0.0
C 0.1973 0.8747 5.0668 0.0 0.1 0.0
C -0.1484 0.3669 2.6372 0.0 0.1 0.0
O -0.5328 -0.5486 1.8570 0.1 0.0 -0.3
O 0.4736 1.3759 2.2408 0.1 0.0 0.1
H -1.5537 -0.1700 7.7781 0.0 0.0 0.0
H -2.8464 -1.3192 5.9993 0.0 0.0 0.0
H -2.1485 -1.0907 3.6185 0.0 0.0 0.0
H 1.0308 1.5049 4.7896 0.0 0.0 0.0
C 9.0998 0.1969 -0.8618 0.0 0.0 0.0
C 9.8997 -0.6998 0.0438 0.1 0.0 0.1
O 11.1054 -0.7632 0.0261 -0.1 0.0 0.0
S 9.0320 -1.7140 1.2309 0.0 0.0 0.0
C 7.3254 -1.3320 0.9370 0.0 0.0 0.0
C 6.7146 -0.2836 1.6187 0.0 0.0 0.0
C 5.3930 0.0362 1.3652 0.0 0.0 0.0
C 4.6503 -0.6876 0.4248 -0.1 0.0 0.0
C 5.2633 -1.7655 -0.2249 0.0 0.0 0.0
C 6.5848 -2.0835 0.0285 0.0 0.0 0.0
C 3.3028 -0.3272 0.1296 0.0 0.1 -0.2
C 2.1740 0.0143 -0.1805 0.2 -0.1 0.3
H 9.7868 0.6857 -1.5477 0.0 0.0 0.0
H 8.5631 0.9418 -0.2727 0.0 0.0 0.0
H 8.3496 -0.3715 -1.4111 0.0 0.0 0.0
H 7.2844 0.2852 2.3431 0.0 0.0 0.0
H 4.9142 0.8518 1.8897 0.0 0.0 0.0
H 4.6818 -2.3483 -0.9259 0.0 0.0 0.0
H 7.0528 -2.9162 -0.4813 0.0 0.0 0.0
C 1.5098 0.6339 -3.3255 0.0 0.1 0.0
N 1.6734 0.3447 -4.7540 0.0 0.0 0.0
C 0.5705 0.9860 -5.4732 0.0 0.0 0.0
N -0.7396 0.5353 -5.0126 -0.1 0.0 0.0
C -0.8458 0.8311 -3.5805 0.1 0.0 0.0
N 0.2172 0.1719 -2.8034 0.1 -0.1 0.0
C 0.1275 -1.2857 -3.0408 0.1 -0.1 0.0
N 0.2593 -1.6115 -4.4632 -0.1 0.0 0.0
C 1.5423 -1.1037 -4.9362 0.0 0.0 0.0
C -0.8095 -0.9189 -5.1836 0.0 0.0 0.0
H 1.5719 1.7138 -3.1813 0.0 0.0 0.0
H 2.3086 0.1562 -2.7565 0.0 0.0 0.0
H 0.6689 0.7605 -6.5394 0.0 0.0 0.0
H 0.6422 2.0679 -5.3340 0.0 0.0 0.0
H -1.8091 0.5008 -3.2052 -0.1 0.0 0.0
H -0.7616 1.9124 -3.4488 0.0 0.0 0.0
H -0.8338 -1.6431 -2.6748 0.1 0.0 0.0
H 0.9209 -1.7752 -2.4728 -0.1 0.0 -0.1
H 1.6494 -1.3343 -6.0003 0.0 0.0 0.0
H 2.3433 -1.6006 -4.3841 0.0 0.0 0.0
H -1.7725 -1.2709 -4.8119 0.0 0.0 0.0
H -0.7284 -1.1503 -6.2497 0.0 0.0 0.0
C 0.7341 4.8536 -2.1090 0.0 0.0 0.0
Si 1.0944 3.7489 -0.6116 0.0 0.0 -0.1
C 1.4582 4.9007 0.8330 0.0 0.0 0.0
C 2.7911 3.0018 -0.9375 0.0 0.0 0.0
C -0.3576 2.6172 -0.3965 -0.1 -0.7 0.2
Si -1.8195 3.1871 0.6375 0.3 0.2 -0.1
C -2.9759 4.1401 -0.5183 0.0 0.0 0.1
C -1.3632 4.4067 2.0010 -0.1 0.1 0.0
C -2.8456 1.9055 1.5382 -0.1 -0.1 0.0
H 1.5370 5.5777 -2.2726 0.0 0.0 0.0
H -0.1986 5.4027 -1.9660 0.0 0.0 0.0
H 0.6272 4.2611 -3.0216 0.0 0.0 0.0
H 2.4530 5.3293 0.6844 0.0 0.0 0.0
H 1.4616 4.3561 1.7775 0.0 0.0 0.0
H 0.7465 5.7205 0.9155 0.1 0.0 0.0
H 3.4848 3.8184 -1.1599 0.0 0.1 0.0
H 2.8255 2.2890 -1.7567 0.1 0.0 0.0
H 3.1441 2.4754 -0.0506 0.0 0.0 0.0
H -0.7451 2.3792 -1.3966 -0.1 0.3 -0.1
H -2.4362 4.9057 -1.0804 0.0 0.0 0.0
H -3.7691 4.6302 0.0526 0.0 0.0 0.0
H -3.4487 3.4639 -1.2309 0.0 -0.1 -0.1
H -1.0390 5.3750 1.6227 -0.1 0.0 0.1
H -0.5889 4.0077 2.6569 0.0 0.0 0.0
H -2.2637 4.5659 2.6007 0.0 0.0 0.0
H -2.5936 0.8738 1.3368 0.1 -0.3 -0.1
H -3.8972 2.0127 1.2651 -0.1 0.0 0.0
H -2.7595 2.0535 2.6181 0.0 0.0 0.0
F -3.9327 0.7631 -1.5060 0.1 0.1 0.1
C -4.0967 -0.5634 -1.6704 0.2 0.2 0.0
F -3.9761 -0.7820 -3.0166 0.1 0.0 0.0
F -5.3658 -0.8336 -1.3588 0.0 -0.1 0.0
S -2.7771 -1.6884 -0.8057 -0.3 0.6 0.2
O -1.7431 -0.5626 -0.7623 -0.2 -0.1 -0.1
O -1.3891 -3.1007 -0.0272 0.4 -0.2 0.1
N -3.5410 -1.6487 0.6496 0.2 -0.1 -0.3
S -4.4834 -2.8594 0.9567 0.0 -0.1 0.0
O -5.4594 -2.4722 1.9413 0.0 0.1 0.0
O -4.9244 -3.5857 -0.2131 0.0 0.0 0.1
C -3.5063 -4.1440 1.9110 0.1 0.0 0.0
F -4.3402 -4.7844 2.7627 -0.1 0.0 0.0
F -2.9716 -5.0802 1.1351 0.0 0.0 0.0
F -2.5481 -3.5908 2.6585 0.0 0.0 0.0
F 0.7978 -2.2372 -0.2961 0.0 -0.2 0.0
B -0.1252 -3.1062 0.2439 -0.5 -0.2 0.2
F 0.4906 -3.9987 1.0753 0.1 0.0 0.0



(4)
13
Properties=species:S:1:pos:R:3:forces:R:3 method="wB97M-V/def2-TZVPD" e_tot_ha=-3182.88619 homo_energy_ha=-0.296 total_charge=0 de_lowest_kj_mol=220.8 homo_lumo_gap_ev=8.4
C -1.3017 -0.6969 0.9719 -1.5 -0.8 -2.9
C -0.6632 -0.1058 1.9235 0.7 1.5 5.6
C -0.5995 -0.4439 -0.2968 -1.1 -3.5 -3.9
C 1.4778 0.4255 -1.1648 0.5 -0.2 0.3
N 0.5631 0.1133 -0.0963 2.5 1.1 1.4
S 0.7932 0.7273 1.5259 -0.3 -0.5 -1.3
Br -1.8318 0.9940 -1.4072 -0.4 -0.1 -0.1
H -2.3286 -1.0653 0.9329 0.6 -0.2 0.4
H -0.9330 -0.0048 3.0544 0.2 -0.3 -2.4
H -0.4102 -1.3746 -1.2870 -1.3 2.7 3.2
H 2.4633 0.2196 -0.7767 0.6 -0.3 -0.1
H 1.2651 -0.2944 -1.9925 0.2 1.1 0.4
H 1.5055 1.5060 -1.3874 -0.6 -0.5 -0.6



(5)
7
Properties=species:S:1:pos:R:3:forces:R:3 method="wB97M-V/def2-TZVPD" e_tot_ha=-1151.59293 homo_energy_ha=-0.676 total_charge=+1 de_lowest_kj_mol=0.0 homo_lumo_gap_ev=9.6
N -0.0049 -0.1505 -0.9709 -0.3 4.0 -0.3
O 0.0334 2.5079 -0.8960 0.6 -0.2 -0.5
O -0.0797 1.3082 1.3092 0.5 0.3 -0.6
O 0.6929 -1.1081 1.1180 1.1 -1.2 2.6
O -0.7423 -2.4907 -0.4775 0.4 0.5 0.2
S 0.1542 1.3765 -0.0842 -1.7 -2.5 -0.4
S -0.0440 -1.3610 -0.0204 -0.5 -0.9 -0.9



(6)
67
Properties=species:S:1:pos:R:3:forces:R:3 method="wB97M-V/def2-TZVPD" smiles="CCCCO[C@]1(CCCCN(CCCC)C(=S)SCCC)OS(=O)(=O)O[C@]1(F)CC=O" e_tot_ha=-2584.03287 homo_energy_ha=-0.314 total_charge=0 homo_lumo_gap_ev=7.9
C -2.8057 2.2284 -2.0829 0.1 0.0 0.6
C -1.9671 2.0503 -0.7096 -0.9 -0.2 -0.6
C -1.0313 3.3143 -0.3986 0.3 -1.1 0.2
C 0.2308 2.8917 0.5181 -1.6 1.5 -1.3
O 1.1351 2.1791 -0.3667 0.8 0.0 1.8
C 2.1600 1.4648 0.3967 -1.3 -0.8 -2.1
C 1.4227 0.0869 0.7157 1.2 -0.9 1.9
C 2.4525 -1.1554 0.9200 0.5 1.5 0.6
C 2.1043 -1.9897 2.2295 0.7 -0.3 0.0
C 1.0847 -3.1957 2.0404 1.7 -0.6 1.2
N -0.2779 -2.8891 1.5927 2.1 0.5 -3.1
C -0.9723 -1.7617 2.2384 -2.4 0.1 0.8
C -2.2020 -2.3790 3.1189 0.2 1.2 0.2
C -3.6328 -1.8247 2.6952 -1.1 -0.3 1.0
C -3.7145 -0.2394 2.5167 0.3 -0.2 -1.3
C -0.5633 -3.1023 0.1998 -2.5 0.4 0.8
S -2.2002 -3.1591 -0.2481 1.9 0.3 0.3
S 0.6509 -3.3702 -1.1622 0.4 0.2 0.8
C 0.2857 -2.0353 -2.3983 -1.1 1.0 0.1
C -0.9568 -2.3308 -3.3624 -0.3 0.7 -0.6
C -2.1583 -1.2671 -3.1589 -0.2 0.1 0.3
O 2.6702 2.2581 1.4936 0.5 0.3 -1.9
S 3.6607 3.4586 0.8040 3.4 4.7 2.9
O 3.1460 4.8599 1.0027 -0.2 -4.6 -1.6
O 5.0303 3.4188 1.4314 -4.0 -1.5 -2.4
O 3.5896 2.9319 -0.8068 -0.1 -0.2 3.7
C 3.3719 1.4821 -0.6500 0.7 1.1 -2.4
F 4.6596 1.0538 -0.2391 -2.5 -0.4 -0.2
C 3.0810 1.0509 -2.1768 0.9 0.2 0.0
C 3.0166 2.3851 -3.0781 1.2 0.9 -1.2
O 3.9539 2.7828 -3.7838 -2.5 -1.6 2.0
H -3.3060 3.2577 -2.0310 0.7 -1.4 -0.4
H -3.6242 1.4283 -2.1684 1.2 1.2 0.2
H -2.1371 2.1310 -3.0067 -0.9 0.3 1.3
H -1.3890 1.0655 -0.7891 -0.4 1.4 0.2
H -2.7523 1.8824 0.1092 1.3 0.4 -0.9
H -1.6000 4.1038 0.1906 0.6 -0.9 -0.9
H -0.6832 3.7334 -1.4101 -0.3 -0.4 1.6
H -0.1845 2.2690 1.3721 0.9 0.6 -0.9
H 0.7356 3.8562 0.8517 -0.6 -1.4 0.0
H 0.5900 -0.1413 -0.0158 1.3 0.6 0.6
H 0.9179 0.2079 1.7405 0.7 0.1 -1.5
H 3.4660 -0.6473 1.1228 -1.4 -0.9 -0.2
H 2.6012 -1.7658 -0.0222 -0.5 0.6 1.3
H 3.0930 -2.4490 2.5976 -1.5 0.5 -0.5
H 1.7889 -1.2818 3.0784 0.3 -1.0 -1.3
H 1.6076 -3.9701 1.3716 -1.1 1.2 0.7
H 1.0066 -3.7199 3.0641 0.0 0.8 -1.4
H -1.3589 -1.0360 1.4356 0.5 -1.2 1.2
H -0.3740 -1.1374 2.9677 0.0 -1.1 -1.1
H -2.0968 -3.5070 3.1014 -0.4 1.4 -0.2
H -2.0387 -2.0587 4.2113 -0.2 -0.4 -1.5
H -4.3493 -2.0887 3.5574 1.0 0.3 -1.2
H -4.0829 -2.3422 1.7794 1.0 0.8 1.2
H -3.5074 -0.0256 1.4050 -0.2 -0.1 1.6
H -4.7617 0.1878 2.7059 1.6 -0.7 0.0
H -2.9124 0.3127 3.1059 -1.2 -0.7 -0.5
H 0.0320 -1.0915 -1.8097 0.4 -1.2 -0.7
H 1.2603 -1.8019 -2.9522 -1.3 -0.8 0.8
H -1.3637 -3.3945 -3.2565 0.8 1.6 0.0
H -0.5912 -2.1692 -4.4349 -0.4 -0.5 1.4
H -1.9900 -0.5916 -2.2481 -0.1 -1.0 -1.2
H -2.2691 -0.5726 -4.0557 0.2 -1.0 1.1
H -3.1646 -1.7808 -2.9717 1.5 0.6 -0.4
H 4.0090 0.4904 -2.5438 -1.4 0.6 0.6
H 2.1423 0.4279 -2.2940 1.1 0.8 0.3
H 2.0621 3.0207 -3.0501 0.9 -1.0 0.2



(7)
6
Properties=species:S:1:pos:R:3:forces:R:3 method="wB97M-V/def2-TZVPD" smiles=O.O e_tot_ha=-152.86402 homo_energy_ha=-0.412 total_charge=0 de_lowest_kj_mol=28.7 homo_lumo_gap_ev=11.7
H -0.6781 1.1709 0.2279 0.3 0.0 0.1
H -1.8277 1.1634 -0.7393 2.4 -1.2 -0.2
H 0.3469 -1.3134 1.0425 0.6 0.0 -0.2
H 0.5894 -0.2611 0.0329 -0.2 0.4 -0.9
O -0.8784 0.7827 -0.6331 -2.9 1.5 0.1
O 1.0746 -0.8776 0.5626 -0.2 -0.8 1.0



(8)
12
Properties=species:S:1:pos:R:3:forces:R:3 method="wB97M-V/def2-TZVPD" smiles="CC(=O)C(=O)C(=O)O" e_tot_ha=-455.70301 homo_energy_ha=-0.370 total_charge=0 de_lowest_kj_mol=288.8 homo_lumo_gap_ev=9.2
C -2.1968 0.0115 0.1549 -0.6 -3.0 -0.4
C -0.7841 -0.2250 -0.2367 3.4 -0.7 -0.2
C 0.4720 0.7586 0.1164 -1.4 2.0 -2.1
C 1.6619 -0.2198 0.1325 3.4 -2.5 1.9
H -2.6426 -1.0882 -0.3470 0.3 3.7 1.6
H -2.3380 0.0845 1.2975 0.3 -0.3 -1.8
H -2.4936 0.9843 -0.2839 -0.3 -0.8 0.0
H 3.6835 -0.1125 -0.1866 0.9 -1.2 0.9
O -0.2869 -1.1394 -0.9077 -2.6 2.0 0.8
O 0.4720 1.9833 -0.0036 0.3 -3.3 0.8
O 2.8852 0.2242 -0.5453 -4.7 0.4 0.6
O 1.5676 -1.2617 0.8094 1.0 3.8 -2.1



(9)
11
Properties=species:S:1:pos:R:3:forces:R:3 method="wB97M-V/def2-TZVPD" e_tot_ha=-514.79189 homo_energy_ha="-0.057 / -0.046" total_charge=-1 de_lowest_kj_mol=392.2 homo_lumo_gap_ev="5.0 / 4.7"
O -0.2719 1.0873 0.5737 -1.1 0.4 0.3
C -0.3728 0.0552 -0.3341 -0.9 -4.5 -1.2
O -0.2172 0.4562 -1.5502 1.6 2.9 1.7
Tl -0.8302 -0.9543 -2.8814 -1.1 -1.0 -4.7
O -0.6328 -2.3649 -1.3292 0.3 -1.0 0.5
C -1.1266 -1.5397 -0.4340 0.9 3.6 3.4
H -1.4079 -1.9964 0.5404 0.4 0.4 -0.2
C 0.9632 1.2727 1.2176 0.3 -0.5 0.2
H 1.0102 0.5941 2.0788 0.2 0.2 0.1
H 1.0511 2.3221 1.5420 -0.3 -0.4 0.0
H 1.8351 1.0676 0.5765 -0.4 -0.1 -0.1



(10)
13
Properties=species:S:1:pos:R:3:forces:R:3 method="wB97M-V/def2-TZVPD" s_squared=0.750 e_tot_ha=-306.60569 homo_energy_ha="0.028 / -0.195" multiplicity=2 total_charge=-1 de_lowest_kj_mol=207.5 homo_lumo_gap_ev="2.9 / 9.0"
C -2.1812 1.1062 1.6485 -0.6 -1.0 -1.8
C -1.9461 0.6602 0.3403 0.7 -0.4 4.9
O -1.9712 -0.6928 0.0868 -3.0 2.2 1.4
H -1.5592 1.8849 2.0575 -0.5 1.0 -0.5
H -2.8604 0.6550 2.4095 1.0 -0.4 -0.9
H -1.4144 1.3660 -0.2807 0.3 -0.5 -0.6
H -1.3083 -0.8390 -0.5278 2.2 -1.2 -2.7
H 0.6739 -1.5435 -1.6273 -0.2 0.6 0.2
H 0.1834 -2.6265 -2.4383 -1.1 0.9 0.3
O -0.1966 -1.7778 -2.0244 1.4 -1.4 -0.4
H 3.9229 -0.0155 0.4959 -0.4 -0.8 0.5
H 4.7323 1.2068 0.0750 -2.2 -1.5 -1.0
O 3.9248 0.6161 -0.2152 2.6 2.3 0.5